{"formula": "C3H28NO11", "method": "the ωB97M-V functional and the def2-TZVPD basis", "species": ["O", "O", "O", "O", "O", "O", "O", "O", "O", "O", "O", "N", "C", "C", "C", "H", "H", "H", "H", "H", "H", "H", "H", "H", "H", "H", "H", "H", "H", "H", "H", "H", "H", "H", "H", "H", "H", "H", "H", "H", "H", "H", "H"], "xyz": [[-0.60459, -2.44225, 0.20057], [2.13274, 1.67777, 3.02694], [2.69738, -0.27424, 1.09294], [-1.17120, 1.61897, -3.44847], [2.65784, -1.80426, -0.97744], [0.98673, -2.25848, 2.15474], [-2.78268, -1.96964, 1.68012], [-0.04129, 0.31682, 3.74159], [-2.63591, -1.24077, -3.07763], [0.59151, 1.89642, -0.05069], [-2.25980, 1.77012, 1.16040], [0.01497, -0.72606, -1.44120], [0.38481, 0.73934, -1.96002], [0.02965, 1.00086, -3.45022], [-0.21210, 1.82806, -1.09005], [1.26387, -2.69973, 2.99292], [-0.35105, -0.69718, -0.42437], [-2.64450, -0.31930, -3.48312], [3.56597, -1.75212, -1.30020], [0.82225, 2.79848, 0.47389], [2.42425, 0.68975, 1.31376], [-0.30696, -0.15695, 3.00379], [-0.71341, -1.23563, -2.11207], [-1.24085, 1.57627, -0.59445], [-1.25890, 2.47994, -4.03302], [-1.19117, -2.26400, 0.85838], [0.82261, -1.38221, -1.39917], [-2.92752, 2.57636, 1.21675], [1.80982, -1.83765, 1.69095], [1.42293, 0.62966, -1.71300], [1.32676, 1.20721, 3.38170], [-0.24485, 2.92362, -1.64026], [0.21062, -2.69447, 0.49542], [-1.83529, 1.86510, 1.97249], [-3.83757, -2.39961, 1.94513], [0.28623, -0.39390, 4.28630], [0.80390, 1.71856, -3.93813], [1.89716, 2.55484, 2.96612], [-2.65120, -1.11642, 2.13492], [-0.15558, 0.15232, -4.10920], [3.67596, -0.18416, 1.18215], [2.37982, -1.04826, -0.44214], [-3.14136, -1.12324, -2.28712]], "forces_ev_per_a": [[-0.927, 0.193, -5.234], [0.221, -3.190, 0.052], [0.731, 2.683, 0.464], [-3.855, 4.116, -1.651], [-0.786, -0.924, -0.832], [2.069, 0.557, 0.232], [-4.471, -1.579, 1.261], [0.330, 1.330, 2.010], [0.895, 1.782, -1.340], [4.848, 2.793, 6.439], [-3.427, 2.486, -1.506], [-2.200, 0.673, -1.095], [-0.329, -2.067, -0.774], [2.529, 0.620, -0.793], [-3.517, 2.406, -1.733], [0.094, 0.496, -1.215], [0.336, -0.475, -2.164], [0.036, -1.586, 0.608], [-0.330, 0.404, 0.282], [-1.481, -3.091, -2.487], [0.080, -1.997, 0.073], [-0.777, -1.390, -2.698], [1.135, 1.378, 1.926], [1.203, 0.450, -2.064], [0.593, -2.870, 1.771], [-2.539, 0.135, 3.347], [-0.212, 0.673, -0.365], [1.860, -2.582, -0.453], [-1.719, -0.858, 1.718], [0.793, 0.966, -0.580], [0.731, 0.424, -0.396], [-0.211, -2.985, 0.837], [2.860, -1.267, 1.930], [1.422, 0.067, 2.317], [5.099, 2.390, -1.043], [0.255, -0.246, 0.751], [-0.734, -1.568, 0.975], [-0.679, 3.153, 0.008], [-0.849, -0.544, -0.042], [1.152, -0.701, 0.317], [-0.913, -0.454, -0.074], [1.351, 0.260, 0.347], [-0.671, -0.064, 0.871]], "orbital_gap_ev": 10.526, "de_lowest_ev": 3.9171, "lumo_energy_ev": -2.69, "largest_force_ev_per_a": 8.53, "total_charge": 1}